The following is a DFT calculation (ωB97M-V/def2-TZVPD) of the molecule CH2N2OS at a distorted geometry.

Values from the calculation:
Orbital gap (alpha / beta) (eV): 6.684 / 7.922
E_tot (hartree): -622.02471
LUMO (alpha / beta) (eV): -1.9 / -1.2
Energy above the lowest of the compared OMol25 structures with the same formula, charge and spin (kcal/mol): 96.0

Geometry as ORCA input:
```
! wB97M-V def2-TZVPD RIJCOSX def2/J DEFGRID3
* xyz 0 1
C -1.1334 0.0369 -0.0657
N -0.2750 -0.8919 -0.4387
N 0.8503 -1.1429 0.0172
O 1.8117 -0.3228 0.2519
S 1.8007 1.2470 -0.1144
H -2.0861 0.3763 -0.5049
H -0.9682 0.6974 0.8546
*
```

Mulliken population analysis, charges in e, atoms 1 to 2:
1 C -0.126
2 N -0.165